1.
The following is a DFT calculation (ωB97M-V/def2-TZVPD) of one molecule with the formula CH3NO3 in a non-equilibrium geometry.

Values from the calculation:
**Charge**: 0
**ΔE to the lowest compared entry with this formula, charge and spin**: 232.42 kJ/mol
**HOMO**: -0.405 hartree
**HOMO-LUMO gap**: 11.178 eV
**SMILES string**: O=[N+]([O-])CO

Last column: natural (NBO) charge in e.
Atoms and positions in Å:
O (1.5942, 1.1118, -0.5605)  -0.352
N (0.9983, 0.2014, -0.0978)  0.523
O (1.4368, -0.8668, 0.2209)  -0.397
C (-0.4823, 0.2646, -0.1763)  0.022
O (-1.0407, -0.2240, 0.9504)  -0.691
H (-1.0367, 1.2319, -0.4136)  0.219
H (-0.5725, -0.4750, -0.9475)  0.181
H (-0.8971, -1.2439, 1.0244)  0.494


2.
The following is a DFT calculation (ωB97M-V/def2-TZVPD) of one molecule with the formula CH3NO3 in a non-equilibrium geometry.

Values from the calculation:
**Charge**: 0
**ΔE to the lowest compared entry with this formula, charge and spin**: 611.44 kJ/mol
**HOMO (alpha / beta)**: -0.365 / -0.365 hartree
**HOMO-LUMO gap (alpha / beta)**: 9.695 / 9.695 eV
**SMILES string**: C=[N+]([O-])OO

Last column: natural (NBO) charge in e.
Atoms and positions in Å:
C (-0.9957, -0.2723, 0.0500)  -0.281
N (0.1703, 0.2352, 0.0072)  0.325
O (0.5925, 1.3685, -0.0362)  -0.397
O (1.6238, -0.6571, 0.1274)  -0.217
O (2.8417, -0.1186, -0.1249)  -0.366
H (-1.2022, -1.3643, 0.0710)  0.238
H (-1.7157, 0.4886, 0.4452)  0.236
H (2.9487, 0.5669, 0.5265)  0.462


3.
The following is a DFT calculation (ωB97M-V/def2-TZVPD) of an isolated ion of composition CH3NO3P and charge -1 in a non-equilibrium geometry.

Values from the calculation:
**Charge**: -1
**ΔE to the lowest compared entry with this formula, charge and spin**: 425.52 kJ/mol
**HOMO**: -0.107 hartree
**HOMO-LUMO gap**: 7.502 eV
**SMILES string**: CP([O-])ON=O

Last column: natural (NBO) charge in e.
Atoms and positions in Å:
C (-1.2474, -0.0036, 0.1015)  -1.026
P (0.1988, 1.2003, 0.2697)  1.278
O (0.7833, 1.4685, -1.0355)  -1.175
O (1.2457, 0.0075, 1.0011)  -0.605
N (1.9827, -0.8416, 0.3400)  0.308
O (1.6230, -1.1790, -0.7921)  -0.398
H (-1.9714, 0.2995, 0.7870)  0.193
H (-0.9943, -1.0293, 0.3175)  0.212
H (-1.6205, 0.0777, -0.9892)  0.213


4.
The following is a DFT calculation (ωB97M-V/def2-TZVPD) of an isolated ion of composition CH3NO3P and charge -1 in a non-equilibrium geometry.

Values from the calculation:
**Charge**: -1
**ΔE to the lowest compared entry with this formula, charge and spin**: 216.17 kJ/mol
**HOMO**: -0.164 hartree
**HOMO-LUMO gap**: 8.550 eV
**SMILES string**: N=[P@]([O-])(O)C=O

Last column: natural (NBO) charge in e.
Atoms and positions in Å:
N (0.9532, 1.0776, -1.0522)  -1.392
P (0.5314, 0.1660, 0.1166)  2.073
O (1.4535, -0.1703, 1.2129)  -1.136
O (0.1034, -1.4273, -0.9503)  -1.024
C (-1.1892, 0.0505, 0.8206)  0.109
O (-2.3218, 0.2794, 0.5137)  -0.538
H (1.7245, 1.5662, -0.6070)  0.356
H (-0.2728, -0.7953, -1.6197)  0.453
H (-0.9820, -0.7468, 1.5653)  0.099


Number 1: E -320.2541 Eh. Number 2: E -320.1097 Eh. Number 3: E -661.7138 Eh. Number 4: E -661.7936 Eh.